# 1
Computed, not measured: C3H7ClN2O as an isolated structure, with ωB97M-V/def2-TZVPD.

Total charge   0
Kohn-Sham gap   9.95 eV
LUMO energy   0.76 eV
Strongest force on any atom   4.32 eV/Å
Energy above the lowest of the compared OMol25 structures with the same formula, charge and spin   63.6 kcal/mol

Positions of all 14 atoms, in Å:
C  0.363  1.674  -0.234
C  -0.297  -0.633  0.180
C  -1.669  -0.943  0.444
H  -0.250  1.493  -1.417
H  1.553  1.662  -0.624
H  0.107  2.704  0.289
H  -2.047  -1.995  0.369
H  -1.862  -0.659  1.482
H  2.041  -0.156  0.316
H  2.554  -1.467  -0.289
N  0.570  -1.398  -0.419
N  1.856  -0.782  -0.400
O  0.038  0.576  0.677
Cl  -2.958  -0.076  -0.374

natural (NBO) atomic charge list, values in e, 2 entries:
1. C -0.30
2. C 0.43

# 2
Computed, not measured: a 2-piece molecular cluster, C6H10ClNO2 overall, with ωB97M-V/def2-TZVPD.

Total charge   0
Kohn-Sham gap   8.95 eV
LUMO energy   0.61 eV
Strongest force on any atom   1.81 eV/Å
Energy above the lowest of the compared OMol25 structures with the same formula, charge and spin   72.0 kcal/mol
SMILES   C/C(O)=C(/C)Cl.CC#[N+][O-]

Positions of all 20 atoms, in Å:
C  1.175  -0.364  -1.406
C  -0.084  -0.945  -0.840
O  0.117  -2.164  -0.267
C  -1.290  -0.375  -0.881
C  -2.559  -0.973  -0.349
Cl  -1.462  1.215  -1.571
H  1.112  0.719  -1.458
H  1.351  -0.752  -2.407
H  2.010  -0.659  -0.775
H  -0.640  -2.416  0.276
H  -2.620  -0.891  0.738
H  -2.634  -2.025  -0.625
H  -3.412  -0.451  -0.774
C  1.470  1.921  1.710
C  0.826  0.747  2.242
N  0.301  -0.281  2.327
O  -0.275  -1.289  2.601
H  2.346  1.641  1.123
H  1.787  2.578  2.520
H  0.767  2.458  1.072

natural (NBO) atomic charge list, values in e, 2 entries:
1. C -0.66
2. C 0.30

# 3
Computed, not measured: one molecule with the formula H3PS2, with ωB97M-V/def2-TZVPD.

Total charge   0
Kohn-Sham gap   9.27 eV
LUMO energy   0.21 eV
Strongest force on any atom   2.87 eV/Å
Energy above the lowest of the compared OMol25 structures with the same formula, charge and spin   9.4 kcal/mol
SMILES   S=[PH2]S

Positions of all 6 atoms, in Å:
S  0.392  -1.678  -0.961
P  0.157  0.170  -0.379
S  -0.763  0.475  1.472
H  1.421  0.782  -0.332
H  -0.542  1.015  -1.475
H  -0.665  -0.764  1.674

natural (NBO) atomic charge list, values in e, 2 entries:
1. S -0.55
2. P 0.64

# 4
Computed, not measured: a 2-piece molecular cluster, C2H3Cl2NO3 overall, with ωB97M-V/def2-TZVPD.

Total charge   0
Kohn-Sham gap   9.83 eV
LUMO energy   0.32 eV
Strongest force on any atom   3.63 eV/Å
Energy above the lowest of the compared OMol25 structures with the same formula, charge and spin   37.1 kcal/mol
SMILES   O=[N+]([O-])O.C=C(Cl)Cl

Positions of all 11 atoms, in Å:
O  -2.070  2.028  -0.396
N  -1.091  1.614  0.112
O  -0.799  0.555  0.537
O  0.048  2.512  0.057
H  0.873  2.364  0.636
C  -0.137  -2.017  -0.329
C  0.965  -1.261  -0.135
Cl  1.459  -1.066  1.455
Cl  1.851  -0.409  -1.345
H  -0.390  -2.346  0.620
H  -0.708  -1.973  -1.212

natural (NBO) atomic charge list, values in e, 2 entries:
1. O -0.30
2. N 0.76